Record 1
{"formula": "C5H12NO", "method": "ωB97M-V/def2-TZVPD", "homo_ev": -2.097, "smiles": "CC(C)[C@H](N)C[O-]", "e_above_lowest_kj_mol": 104.1, "homo_lumo_gap_ev": 6.4, "charge": -1, "symbols": ["H", "H", "H", "H", "H", "O", "N", "H", "H", "C", "H", "H", "C", "C", "H", "H", "C", "H", "C"], "coordinates": [[1.8554, -1.5411, -0.7228], [-1.7082, -1.1326, 0.1129], [0.5235, -2.1278, -1.8575], [0.1971, 0.2077, -1.8238], [0.0601, 2.6832, -0.5153], [0.1974, -2.4591, 0.1106], [-1.4880, -0.4807, -0.6268], [1.0415, 0.6574, 2.3458], [1.4464, 1.0370, -0.3410], [0.5889, 0.0366, 1.5657], [0.8879, -1.0104, 1.4608], [-0.4808, 2.3987, 1.2094], [0.5465, 0.7282, 0.2253], [-0.3806, 1.9638, 0.1879], [-0.4709, -0.0121, 1.8574], [-2.0154, -0.7913, -1.4321], [0.7463, -1.7100, -0.8461], [-1.4368, 1.8124, -0.0303], [-0.1103, -0.2597, -0.8801]], "forces_ev_per_angstrom": [[-0.318, 0.357, -0.325], [0.956, -0.396, 0.039], [0.539, 0.012, -0.410], [-1.083, 0.072, -0.286], [-0.384, 0.209, 0.280], [0.325, -0.772, 0.512], [-1.533, 0.746, -0.772], [0.448, -0.244, -0.021], [0.300, -0.383, 1.199], [-0.648, 0.463, 0.022], [0.376, 0.185, 0.305], [0.619, 0.288, -0.454], [-2.176, -0.475, -2.726], [0.500, 0.912, 1.399], [0.081, -0.164, 0.095], [0.269, -0.016, -0.130], [-2.144, 0.993, 0.413], [0.205, -0.647, -0.555], [3.671, -1.142, 1.416]]}

***

Record 2
{"formula": "H24NO10", "method": "ωB97M-V/def2-TZVPD", "homo_ev": -13.284, "e_above_lowest_kj_mol": 298.5, "homo_lumo_gap_ev": 9.6, "charge": 1, "symbols": ["H", "H", "H", "H", "H", "O", "O", "O", "H", "O", "H", "O", "H", "O", "H", "H", "H", "H", "H", "H", "H", "H", "H", "H", "H", "H", "O", "H", "H", "O", "N", "O", "O", "H", "H"], "coordinates": [[5.2789, 1.0798, -10.9718], [3.8958, -4.9692, -15.6706], [3.6386, 0.6102, -15.1654], [7.4976, 3.2497, -18.9562], [0.4297, 2.8382, -11.2427], [4.3900, 0.9602, -11.3062], [8.6339, -0.7401, -15.1032], [1.8750, 6.1909, -14.5747], [-1.6346, 2.4983, -16.5552], [7.2210, 2.3529, -18.7679], [4.0494, 0.9552, -16.7594], [2.7812, 0.2458, -21.2107], [3.3907, -0.4382, -16.3259], [-0.2737, 2.9624, -11.8800], [2.4556, 0.9429, -16.3435], [3.5161, -0.3537, -21.0808], [-0.8661, -3.9335, -13.8226], [1.3394, 6.9707, -14.4283], [-0.8982, -2.9900, -15.0062], [8.7817, -0.4090, -15.9891], [7.5332, 1.8434, -19.5157], [0.0440, -1.9462, -19.8826], [3.0414, 0.7862, -21.9567], [-0.1089, -3.4138, -19.5443], [9.3706, -0.4013, -14.5945], [-0.9966, 3.2378, -17.7119], [3.2128, -4.3650, -15.3796], [2.7607, -4.8338, -14.6780], [0.0769, 3.5984, -12.5035], [-0.4046, -2.5419, -19.2826], [3.3641, 0.5534, -16.1358], [-1.0245, -3.0193, -14.0578], [-0.9402, 2.4247, -17.2099], [3.9994, 0.3100, -10.7224], [2.1715, 6.2703, -15.4814]], "forces_ev_per_angstrom": [[0.250, 0.080, 0.091], [0.195, -0.167, -0.095], [0.036, 0.690, 0.610], [0.082, 0.276, -0.006], [0.147, -0.028, 0.226], [-0.132, 0.071, -0.359], [-0.324, -0.089, 0.031], [0.043, -0.308, 0.109], [-0.222, -0.048, 0.205], [-0.249, -0.185, 0.245], [0.498, 0.571, -0.075], [-0.151, -0.007, 0.348], [-0.458, -0.716, -0.319], [-0.167, -0.183, -0.105], [-0.620, 0.165, 0.176], [0.172, -0.203, -0.060], [-0.037, -0.240, 0.112], [-0.147, 0.225, 0.107], [-0.058, 0.017, -0.293], [0.086, 0.069, -0.238], [0.112, -0.137, -0.203], [0.046, 0.217, -0.221], [-0.008, 0.174, -0.245], [0.006, -0.269, -0.073], [0.203, 0.049, 0.183], [-0.041, 0.193, -0.179], [-0.033, 0.352, -0.128], [-0.146, -0.093, 0.204], [0.064, 0.246, -0.152], [-0.016, 0.078, 0.299], [0.452, -0.733, -0.306], [0.102, 0.222, 0.142], [0.372, -0.182, 0.010], [-0.146, -0.167, 0.175], [0.090, 0.059, -0.213]]}

***

Record 3
{"formula": "C4H12N2O", "method": "ωB97M-V/def2-TZVPD", "homo_ev": -9.519, "smiles": "NCNCCCO", "e_above_lowest_kj_mol": 270.4, "homo_lumo_gap_ev": 10.5, "symbols": ["O", "H", "H", "N", "H", "C", "C", "H", "H", "H", "H", "H", "H", "H", "C", "H", "H", "N", "C"], "coordinates": [[2.2093, -2.3182, -0.7597], [-0.6017, -1.5676, -0.7107], [1.1647, -0.6013, -2.0858], [-1.8424, 1.9022, 1.7971], [2.7242, -0.1753, -0.0631], [1.9141, -0.9311, -0.2171], [-0.4946, -0.5112, -0.8608], [-0.3268, 1.8705, 0.4221], [1.2340, -1.0509, 0.6509], [1.0468, 0.9043, -1.1432], [-1.7811, -0.5055, 0.6344], [-2.7716, 1.6645, 2.0683], [3.0224, -2.5140, -0.2443], [-1.1557, 1.4787, 2.4572], [-1.3265, 1.3692, 0.5529], [-1.0930, -0.2087, -1.6541], [-1.9668, 1.5451, -0.2903], [-0.9128, -0.0735, 0.5357], [0.9574, -0.2772, -1.0897]], "forces_ev_per_angstrom": [[1.219, 2.567, 1.563], [-0.242, -0.938, -0.601], [0.217, -0.054, -1.074], [2.201, -0.833, 0.275], [0.119, -1.583, 0.091], [-0.918, -1.019, 1.142], [0.870, -1.394, 3.764], [-1.163, 0.080, -0.312], [1.458, -0.203, 0.620], [0.424, -2.207, 0.281], [-1.621, -1.477, 0.653], [-0.590, -0.552, -0.086], [-0.738, -0.405, -0.664], [-1.142, 0.751, 0.064], [2.327, 0.142, -0.120], [-1.255, 0.950, -1.360], [-0.500, 0.526, -0.400], [0.178, 1.703, -1.213], [-0.846, 3.946, -2.623]]}

***

Record 4
{"formula": "C6H16N2O6", "method": "ωB97M-V/def2-TZVPD", "s2": 0.7535, "homo_ev": [-0.362, -4.053], "multiplicity": 2, "homo_lumo_gap_ev": [3.1, 6.7], "charge": -1, "symbols": ["C", "H", "H", "H", "C", "H", "H", "H", "H", "N", "O", "H", "N", "H", "O", "H", "C", "H", "H", "H", "C", "O", "C", "H", "O", "O", "H", "O", "H", "C"], "coordinates": [[0.4099, -11.3684, 17.9000], [1.6161, -12.7937, 20.6127], [-4.1092, -12.9675, 19.3708], [1.2465, -7.8777, 15.9362], [-7.5175, -7.9125, 20.9899], [-0.6134, -11.5328, 18.2375], [-4.2207, -13.4409, 21.1735], [-0.1180, -9.3942, 17.4283], [0.4172, -11.6854, 16.8572], [-7.2017, -9.3799, 21.0930], [-6.4724, -9.8898, 20.1992], [0.9327, -9.4967, 18.8278], [-3.5075, -11.5624, 20.8674], [-8.5480, -7.8654, 21.3419], [-3.6429, -11.1969, 22.0377], [-7.2220, -7.5580, 20.0024], [2.0407, -8.2775, 16.5668], [1.9134, -11.0724, 20.3073], [0.2259, -11.7810, 20.4063], [2.2879, -7.5954, 17.3802], [0.7573, -9.9032, 17.8318], [-7.6036, -9.8705, 22.1377], [-4.3572, -12.6900, 20.3953], [-5.3268, -12.1972, 20.4676], [1.2017, -12.2188, 18.6754], [1.8741, -9.6263, 16.9988], [-6.9903, -7.3863, 21.7857], [-2.7374, -10.9576, 20.1273], [2.9409, -8.4001, 15.9646], [1.2576, -11.9128, 20.0802]], "forces_ev_per_angstrom": [[-0.502, -0.033, -0.347], [0.233, -0.051, -0.297], [0.137, 0.020, 0.345], [-0.348, -0.163, 0.153], [0.529, -1.733, 0.523], [-0.387, 0.658, 0.089], [-0.237, -0.177, -0.410], [-0.253, 0.090, -0.035], [0.343, -0.566, 0.022], [-0.817, 4.862, -2.153], [1.635, -1.584, -1.364], [0.020, 0.147, 0.222], [1.112, 2.185, 1.440], [-0.379, 0.392, -0.789], [-0.226, -1.249, -1.138], [-0.507, 0.146, 0.111], [0.972, -1.151, 0.028], [-0.181, 0.161, -0.024], [-0.021, 0.555, 0.361], [-0.270, 0.073, 0.227], [-0.101, 0.764, 0.318], [-0.928, -2.616, 3.567], [0.097, 0.925, 0.474], [-0.478, -0.305, -0.146], [1.496, -0.305, 0.475], [-0.337, -0.160, -0.044], [0.593, 0.208, 0.047], [-0.460, -1.084, -0.536], [-0.010, 0.555, -0.215], [-0.727, -0.565, -0.903]]}

***

Record 5
{"formula": "C9H27F3N3O6", "method": "ωB97M-V/def2-TZVPD", "homo_ev": -7.607, "e_above_lowest_kj_mol": 913.8, "homo_lumo_gap_ev": 2.9, "charge": 1, "symbols": ["H", "H", "H", "O", "H", "H", "H", "H", "C", "H", "O", "H", "H", "C", "H", "H", "H", "O", "H", "H", "H", "H", "N", "H", "H", "H", "H", "H", "N", "C", "N", "F", "F", "C", "C", "H", "C", "O", "O", "C", "H", "O", "H", "F", "C", "C", "H", "H"], "coordinates": [[-2.2337, 6.3592, -1.0486], [3.3434, -3.3574, 4.4482], [-4.8631, 0.1451, -4.1531], [4.8173, -2.2908, 5.2653], [1.5567, -4.4793, -4.9152], [-0.5541, -5.0884, 0.1208], [-3.0420, 3.0303, 1.1375], [1.1898, 2.4745, -2.1982], [-3.9607, 3.6105, 1.2226], [-3.8544, -0.7150, -3.2946], [-3.5044, 4.6915, -0.8521], [2.3147, -3.6021, -6.0453], [1.6012, -4.8749, -6.5693], [4.9802, -4.5034, 5.2444], [-4.1395, 3.7192, 2.2924], [1.3457, 0.8840, -1.8717], [4.7381, -2.4483, 2.5111], [5.2855, -4.0844, 6.4869], [5.9316, -4.7685, 4.7831], [-2.1814, -4.6630, -0.2018], [2.8896, -5.1237, -5.4805], [2.3594, 1.7078, -2.9320], [1.8607, 1.7335, -2.0541], [4.7912, -4.0447, 2.4591], [2.4475, 2.0525, -1.2964], [6.2107, -3.1521, 2.9391], [-4.4406, 5.6334, 0.9500], [-4.7805, 2.9963, 0.8499], [-4.6488, -0.0989, -3.1968], [5.1413, -3.2547, 3.1235], [2.1077, -4.5482, -5.7589], [-4.2727, 7.6373, -0.6088], [-5.2124, 6.7159, -2.2777], [-1.2062, -4.2226, 0.0059], [5.1849, -2.6845, 6.5233], [-1.3630, -3.7955, 0.9965], [4.4320, -3.3055, 4.4671], [5.4497, -1.9725, 7.4705], [-0.7412, -3.4206, -1.0802], [-2.9841, 5.8086, -1.6159], [-4.3827, 0.7886, -2.7948], [-2.3799, 5.1525, -2.6735], [-5.3875, -0.6442, -2.7759], [-3.6311, 8.0375, -2.6070], [-4.0319, 7.0473, -1.7951], [-3.6998, 4.9277, 0.5743], [-2.7855, 5.3466, 0.9946], [4.3023, -5.3568, 5.2313]], "forces_ev_per_angstrom": [[0.414, 0.017, 0.879], [-0.070, 0.179, -0.676], [-0.727, 0.003, -0.589], [0.730, 3.289, 2.565], [-1.074, -0.058, 0.430], [0.343, -0.342, 0.391], [-0.027, -0.379, -0.038], [-0.882, 0.622, 0.088], [0.632, -0.955, 0.665], [0.771, -0.279, 0.487], [-1.535, 1.605, 2.189], [0.983, 0.532, 0.290], [-0.472, -1.064, -0.010], [0.227, -1.668, -2.547], [-0.017, 0.184, 0.095], [-0.008, -0.619, 0.343], [-0.136, 0.692, 0.299], [-0.280, 2.723, 3.069], [-0.037, -0.526, -0.285], [-0.586, -0.221, -0.267], [0.777, -0.151, -0.523], [0.566, -0.407, -0.234], [-0.429, 0.913, -0.491], [0.116, -0.762, 0.436], [0.447, -0.303, 0.495], [0.141, -0.277, 1.283], [-0.596, 0.278, -1.047], [-0.117, 0.357, -0.393], [0.598, -0.217, -1.303], [-1.773, 0.743, -2.243], [-0.356, 0.621, 0.059], [0.238, 0.011, 0.682], [-1.400, -0.969, -0.362], [0.430, 0.222, -2.069], [0.890, 0.005, 1.247], [0.431, 0.765, 0.294], [0.936, -2.570, -0.824], [-0.813, -1.816, -2.528], [-0.450, -0.052, 1.033], [2.007, -1.657, -2.266], [-0.029, 0.359, 1.135], [-1.461, 2.158, 0.780], [-0.549, 0.328, 0.540], [1.066, -0.024, -0.072], [0.335, -1.205, -0.580], [0.246, -0.006, -0.574], [0.442, -0.056, -0.056], [0.056, -0.023, 0.202]]}

***

Record 6
{"formula": "C2H8OSi", "method": "ωB97M-V/def2-TZVPD", "homo_ev": -10.170, "smiles": "CC[SiH2]O", "e_above_lowest_kj_mol": 0.0, "homo_lumo_gap_ev": 11.0, "symbols": ["H", "Si", "H", "H", "H", "H", "H", "C", "C", "H", "H", "O"], "coordinates": [[1.4559, -1.0643, -0.5433], [-1.0476, -0.4272, -0.4550], [1.1913, 1.5866, 1.3705], [0.2623, 0.0640, 2.0053], [-1.5856, 0.9260, -0.0711], [2.0434, 0.0979, 1.7501], [1.0648, 0.7570, -1.0306], [0.9084, -0.1624, -0.2966], [1.0723, 0.4331, 1.3828], [-2.1896, -0.1230, -2.4019], [-1.6454, -1.4310, 0.3158], [-1.5303, -0.6566, -2.0261]], "forces_ev_per_angstrom": [[0.462, 0.241, 0.149], [1.845, 2.425, -1.201], [-0.789, -1.980, -0.071], [-0.002, 0.205, 0.026], [0.008, -0.379, 0.162], [-0.236, -0.322, 0.066], [0.129, -2.135, 1.504], [-2.375, 2.762, 1.500], [1.090, 0.682, -3.272], [-1.209, 1.054, -0.621], [-0.400, -1.260, 1.111], [1.478, -1.293, 0.647]]}

***

Record 7
{"formula": "C5H6N2", "method": "ωB97M-V/def2-TZVPD", "homo_ev": -8.987, "smiles": "[H]/N=C(N)/C=C\\C#C", "e_above_lowest_kj_mol": 233.3, "homo_lumo_gap_ev": 9.1, "symbols": ["H", "H", "H", "H", "C", "N", "C", "H", "N", "C", "C", "H", "C"], "coordinates": [[-0.9057, 2.2061, -2.8759], [0.8341, 0.2169, -1.2597], [1.9659, -2.2797, 0.7329], [-0.7533, -0.4749, 2.1149], [-1.2197, 0.7909, 0.5197], [1.1225, -0.6302, -0.7340], [-0.9707, 1.8108, -1.8874], [-2.1368, 1.1802, 1.0409], [1.2756, -1.7971, 1.3261], [-0.4715, -0.1873, 1.0923], [0.7390, -0.8898, 0.5595], [2.0186, -1.0205, -0.9623], [-1.0454, 1.3359, -0.7734]], "forces_ev_per_angstrom": [[-0.005, -0.006, 0.130], [0.232, -1.057, 0.888], [0.114, 0.032, 0.594], [0.264, -0.089, -0.603], [-0.408, -0.786, 1.016], [-0.110, 0.686, -0.388], [-0.038, -0.430, 1.006], [1.157, -0.483, -0.325], [-0.522, 0.831, -1.431], [-0.320, 0.973, 0.303], [-0.556, -0.457, 0.741], [0.113, 0.100, -0.294], [0.078, 0.685, -1.636]]}

***

Record 8
{"formula": "C9H24N3O6Sr", "method": "ωB97M-V/def2-TZVPD", "homo_ev": -2.985, "e_above_lowest_kj_mol": 0.0, "homo_lumo_gap_ev": 5.4, "charge": -1, "symbols": ["C", "H", "C", "H", "H", "O", "H", "H", "O", "C", "O", "O", "N", "H", "H", "C", "H", "H", "H", "O", "Sr", "H", "H", "N", "N", "H", "C", "H", "H", "H", "O", "H", "H", "C", "H", "H", "C", "C", "C", "H", "H", "H", "H"], "coordinates": [[1.3945, -0.2409, 2.7127], [1.5039, -2.5964, 4.8559], [1.0797, 0.0202, 5.1156], [0.6944, 0.9865, 4.7986], [-3.3720, -1.3581, 2.8830], [-0.9213, -1.3633, 0.0830], [4.5567, 0.3047, -1.5412], [2.2721, -2.5214, 3.2751], [1.7074, -0.8380, 1.7161], [0.0011, -0.2215, -5.3779], [-0.1496, 0.3163, -2.7164], [3.7457, 0.5792, -1.1015], [-0.3090, 1.0800, -4.8224], [0.6773, -0.0920, -6.2187], [-2.9564, 0.2934, 3.3973], [-0.5568, 2.1614, -5.7231], [-2.7722, 1.7355, 1.1118], [-1.3961, 1.9302, -6.3850], [1.8480, 0.1337, 5.8835], [1.0222, 1.9190, -0.2673], [1.4311, -0.4279, -0.9197], [1.2875, -3.4839, -2.2899], [0.2459, -0.5311, 5.5792], [-2.3126, -0.2572, 1.4928], [1.5970, -0.6907, 3.9835], [-4.2570, 0.0120, 2.2226], [2.1599, -1.9893, 4.2158], [-1.7011, 0.9769, -0.0778], [-0.9208, -0.7449, -5.6471], [3.1325, -1.9270, 4.7144], [1.3833, -2.5868, -1.9606], [-1.0478, 1.4488, 1.4731], [-2.1965, -2.2995, 1.3543], [-3.2638, -0.3243, 2.5498], [0.4809, -0.8172, -4.5995], [-0.7633, 3.0647, -5.1519], [-0.3663, 1.2286, -3.4934], [-1.7709, -1.3652, 0.9432], [-1.9358, 1.0455, 0.9818], [0.9557, 0.7692, 2.6698], [0.3296, 2.3558, -6.3364], [-0.6082, 2.2478, -3.1542], [0.0710, 2.0672, -0.2292]], "forces_ev_per_angstrom": [[0.113, 0.560, 0.270], [-0.008, 0.178, -0.038], [-0.316, -0.219, 0.237], [0.156, 0.122, 0.055], [0.070, 0.052, 0.062], [-0.115, -0.022, 0.021], [-0.118, -0.083, 0.054], [0.087, 0.164, -0.107], [0.031, -0.585, -0.261], [0.007, -0.127, 0.547], [-0.545, 0.263, -0.283], [-0.398, -0.484, -0.128], [-0.012, -0.149, -0.199], [-0.071, -0.135, -0.186], [0.005, -0.046, 0.043], [0.149, 0.223, -0.174], [-0.001, -0.033, 0.055], [-0.037, 0.121, -0.013], [0.031, 0.219, -0.038], [-0.668, -0.209, 0.299], [1.511, 0.293, 0.002], [0.039, 0.202, 0.079], [0.100, 0.043, -0.064], [0.227, 0.085, -0.333], [-0.190, 0.032, -0.308], [0.093, 0.080, 0.049], [0.053, -0.610, 0.231], [0.036, -0.124, -0.025], [0.091, 0.027, -0.324], [-0.009, 0.063, -0.071], [-0.039, 0.023, -0.048], [-0.002, -0.012, 0.010], [0.066, 0.013, 0.028], [-0.572, -0.153, 0.279], [0.074, 0.010, -0.073], [-0.127, 0.029, -0.042], [0.279, -0.208, 0.616], [0.076, -0.069, -0.017], [-0.035, 0.243, -0.048], [-0.051, -0.010, -0.040], [-0.078, -0.005, -0.048], [0.048, -0.008, 0.003], [0.051, 0.246, -0.070]]}

***

no.,maximum force (eV/A)
1,4.10
2,0.92
3,4.81
4,5.38
5,4.23
6,3.94
7,1.78
8,1.54